[1]
C3H5N3O4S | ωB97M-V/def2-TZVPD

Structure (XYZ):
```
16
Properties=species:S:1:pos:R:3:forces:R:3:lowdin_charge:R:1
C 1.013415 1.694764 0.718285 -0.9 -0.1 0.3 -0.4560
C -1.229725 1.078313 0.498318 -0.4 -0.2 0.4 -0.5814
C -1.244886 -1.914704 -0.809532 0.6 0.4 0.3 -0.0916
N -0.247287 1.845734 0.943149 0.8 0.8 0.4 0.2050
N 0.759442 -0.562092 0.214585 -0.7 -0.8 0.5 -0.1697
N 1.872282 2.699244 0.926902 0.3 -0.2 -0.1 0.2000
O -2.221630 0.725154 1.049221 -0.2 0.0 -0.2 0.1437
O 0.415896 -0.512445 -2.371559 -0.3 0.2 -0.2 -0.2705
O -1.081566 0.759081 -0.921689 0.2 -0.4 -0.5 -0.1542
O 1.611794 0.561742 0.339268 0.5 0.4 -0.7 -0.0305
S -0.146292 -0.519733 -1.059097 0.3 -0.2 -0.2 0.7393
H -1.246615 -2.109090 0.254816 -0.1 -0.1 0.2 0.0710
H -2.230140 -1.630236 -1.157016 0.0 0.2 -0.1 0.0798
H -0.861900 -2.759539 -1.366193 0.2 0.0 -0.1 0.0716
H 1.517643 3.560425 1.302362 0.0 -0.1 0.0 0.1232
H 2.857003 2.499518 0.935147 0.0 0.1 0.0 0.1203
```
Positions in Å, forces in eV/Å.

Results
- E (hartree) = -980.64067
- LUMO level (eV) = 0.65
- maximum force (eV/Å) = 1.20
- HOMO-LUMO gap (eV) = 10.7
- energy relative to the best compared isomer or geometry (same formula, charge and spin) (eV) = 1.0666
- structure (SMILES) = C[S@]1(=O)=NOC(N)=NC(=O)O1


[2]
C4H7FN2 | ωB97M-V/def2-TZVPD

Structure (XYZ):
```
14
Properties=species:S:1:pos:R:3:forces:R:3:lowdin_charge:R:1
C -1.281398 -0.626481 0.905086 4.3 1.3 -1.3 -0.1351
C 0.272938 -0.564926 1.191182 0.5 -0.5 -5.0 -0.0051
C -0.789190 -0.292559 -1.346312 1.5 0.6 4.6 -0.2182
C 1.236646 0.314273 -0.036033 -3.3 -0.4 3.1 -0.3202
N -1.729415 -0.466779 -0.251699 -1.1 -1.0 -0.7 0.0516
N 0.204384 0.681408 -0.915772 2.3 2.0 -3.2 -0.0353
F 2.229279 -0.516465 -0.517142 -0.1 -0.1 -0.2 -0.0238
H -1.896623 -0.770730 1.718606 -1.5 -0.3 1.7 0.0736
H 0.638864 -0.188062 2.052774 0.4 1.1 3.2 0.0341
H 0.671648 -1.580705 1.069296 -0.1 0.1 0.1 0.0978
H -0.276297 -1.155069 -1.598924 0.5 -2.4 -0.4 0.1038
H -1.282091 0.051273 -2.141634 -1.9 1.5 -3.1 0.0735
H 1.727326 1.266572 0.345333 -0.5 -1.5 -0.2 0.1521
H 0.693342 1.093018 -1.776588 -1.2 -0.5 1.4 0.1513
```
Positions in Å, forces in eV/Å.

Results
- E (hartree) = -365.91838
- LUMO level (eV) = 1.04
- maximum force (eV/Å) = 5.04
- HOMO-LUMO gap (eV) = 10.5
- energy relative to the best compared isomer or geometry (same formula, charge and spin) (eV) = 1.6357
- structure (SMILES) = F[C@@H]1CC=NCN1


[3]
C26H23Cl33F8N2O | ωB97M-V/def2-TZVPD

Structure (XYZ):
```
93
Properties=species:S:1:pos:R:3:forces:R:3:lowdin_charge:R:1
F -3.311815 2.495080 3.144332 0.2 -0.3 0.3 0.1009
C -3.034150 3.052138 1.950670 0.0 0.5 -0.3 -0.2952
F -1.732325 2.909811 1.657586 0.3 -0.3 0.2 0.0939
C -3.877818 2.437489 0.810081 -0.2 0.8 0.0 -0.3928
F -3.146585 1.699030 -0.027020 0.2 -0.6 0.1 0.1475
F -4.303304 3.506863 0.090027 -0.1 0.2 -0.1 0.1179
C -5.147453 1.684269 1.243052 -0.4 -0.6 -0.4 -0.3537
F -5.936344 1.653039 0.150519 0.0 -0.2 -0.2 0.1197
F -5.812656 2.406503 2.154169 0.2 0.3 0.4 0.1583
C -4.956120 0.205825 1.761089 0.2 0.0 0.3 -0.3764
F -5.533824 -0.622244 0.874268 -0.1 -0.1 -0.3 0.1277
F -5.684756 0.086992 2.897273 -0.1 0.2 0.3 0.1172
C -3.520988 -0.284971 2.056132 0.1 -0.2 -0.5 -0.0799
O -3.064863 -1.095592 1.010426 0.1 0.0 0.1 -0.1147
C -2.833721 -2.440659 1.378432 0.3 -0.6 -0.3 -0.2072
C -1.748545 -3.035944 0.473108 -0.1 0.7 0.4 -0.0846
C -0.695282 -1.999361 0.196949 -0.3 -0.5 0.2 -0.2518
C -0.403441 -1.628116 -1.140179 0.1 0.2 0.0 -0.0573
N 0.481768 -0.732025 -1.453419 -0.1 0.0 0.2 0.1317
C 1.128425 -0.157226 -0.399554 0.2 0.1 -0.1 -0.2085
C 2.092731 0.844355 -0.643436 0.5 0.6 0.6 -0.0277
C 2.791311 1.447198 0.387654 -1.3 -0.6 0.0 -0.2262
C 2.542815 1.030953 1.715502 -0.6 -0.9 -0.3 -0.2151
C 1.598552 0.056509 1.969244 0.3 0.3 -0.2 -0.0256
C 0.860568 -0.553959 0.922452 0.4 0.4 0.6 -0.1907
N -0.076838 -1.494129 1.225536 0.2 0.2 -0.4 0.1994
H -3.243052 4.114588 2.007603 -0.2 0.2 0.1 0.1718
H -2.798495 0.512659 2.184209 -0.1 0.2 0.1 0.1208
H -3.575345 -0.831133 2.991512 -0.1 -0.1 0.2 0.1356
H -3.742315 -3.031125 1.281041 -0.3 -0.1 0.0 0.0993
H -2.474335 -2.539875 2.399639 -0.1 0.4 0.2 0.0548
H -1.265998 -3.818596 1.048754 -0.1 -0.5 -0.1 0.1228
H -2.181735 -3.418653 -0.441552 0.0 -0.2 -0.2 0.1036
H -0.947156 -2.102809 -1.941886 -0.1 -0.1 -0.2 0.1042
H 2.277264 1.153006 -1.658752 -0.1 0.0 -0.2 0.0936
H 3.498431 2.229690 0.205652 0.1 0.3 -0.2 0.0710
H 3.067903 1.458444 2.549966 0.3 0.1 0.1 0.0583
H 1.403074 -0.259409 2.980587 -0.1 -0.1 0.1 0.0332
C -7.028687 -3.024529 -1.639491 0.0 0.0 0.0 -1.5510
Cl -7.796539 -2.414857 -3.105098 0.0 0.1 0.0 0.5275
Cl -7.976082 -4.343095 -0.952215 0.0 0.0 0.0 0.5215
Cl -5.376298 -3.548414 -1.964999 0.1 0.0 0.0 0.5156
H -6.989641 -2.221736 -0.915047 0.0 0.0 0.0 0.0009
C 0.613614 -0.804879 -5.618316 -0.1 0.1 0.1 -1.5678
Cl 0.034086 -2.388474 -5.087895 0.0 0.0 0.0 0.5226
Cl -0.742489 0.238533 -6.048091 0.0 0.0 0.0 0.5219
Cl 1.609461 -0.058687 -4.380504 0.1 0.1 -0.1 0.5320
H 1.219818 -0.951061 -6.500149 0.0 0.0 0.0 -0.0797
C 6.766300 0.177377 -0.869101 -0.1 0.1 0.2 -1.4950
Cl 6.555189 0.854772 -2.489051 0.0 0.0 0.0 0.5542
Cl 8.075614 0.991440 -0.016265 0.2 -0.3 0.0 0.5159
Cl 5.249468 0.315466 0.030200 0.8 -0.4 -0.2 0.6500
H 7.020286 -0.868861 -0.971113 0.0 0.0 0.0 0.0161
C 0.987978 5.163394 2.891767 0.0 0.0 0.1 -1.5301
Cl 2.315558 6.262712 3.266265 0.0 0.0 0.0 0.5335
Cl 1.574823 3.511171 2.686742 -0.3 0.5 0.1 0.6301
Cl -0.261624 5.244665 4.141058 0.0 0.0 -0.1 0.5269
H 0.545479 5.478303 1.956601 0.0 0.0 0.0 0.0123
C 3.964970 -1.552961 -8.382107 0.1 -0.1 0.0 -1.5189
Cl 5.214116 -2.792735 -8.446464 0.0 0.0 0.0 0.5398
Cl 2.362902 -2.278388 -8.542601 0.0 0.0 0.0 0.5583
Cl 4.097792 -0.612900 -6.891639 -0.3 -0.1 -0.1 0.5122
H 4.112817 -0.881075 -9.216160 0.0 0.0 0.0 0.0156
C -4.860318 -6.649097 2.379833 0.1 0.0 0.0 -1.5337
Cl -4.887400 -5.865459 0.804097 0.0 0.0 -0.1 0.5228
Cl -4.636965 -8.389666 2.223648 0.0 0.0 0.0 0.5395
Cl -3.608221 -5.934677 3.401763 -0.3 -0.4 -0.2 0.4890
H -5.814527 -6.471630 2.856333 0.0 0.0 0.0 0.0141
C 8.527193 0.904091 -5.442544 0.0 0.0 -0.1 -1.5717
Cl 9.865801 -0.080789 -6.035837 0.0 0.0 0.0 0.5293
Cl 8.810334 2.613689 -5.775178 0.0 0.0 0.0 0.5260
Cl 6.997811 0.372866 -6.144238 0.2 0.0 0.1 0.4846
H 8.465824 0.778170 -4.370783 0.0 0.0 0.0 -0.0519
C -1.318567 -2.667263 5.714534 0.1 0.0 -0.1 -1.5132
Cl -2.018775 -3.930193 4.693092 0.2 0.3 0.3 0.5001
Cl -0.180199 -3.349989 6.875270 0.0 0.0 0.0 0.5354
Cl -0.552272 -1.444796 4.704208 -0.1 -0.1 0.1 0.5412
H -2.121310 -2.196378 6.265065 0.0 0.0 0.0 0.0172
C -5.513144 1.860691 -4.365706 0.1 0.1 0.1 -1.5495
Cl -6.447198 3.358200 -4.353745 0.0 0.0 0.0 0.5261
Cl -4.343392 1.868246 -5.686576 0.0 0.0 0.0 0.5176
Cl -4.718594 1.607934 -2.813919 0.0 0.0 -0.1 0.5675
H -6.197147 1.041514 -4.530610 0.0 -0.1 0.0 0.0050
C 7.893918 5.281754 0.467072 -0.1 0.0 0.1 -1.5539
Cl 7.117134 6.862821 0.562300 0.0 0.0 0.0 0.5252
Cl 8.892797 4.987433 1.891106 0.0 0.0 0.0 0.5240
Cl 6.700502 4.000857 0.269047 -0.1 0.2 0.0 0.5020
H 8.538152 5.276189 -0.401198 0.0 0.0 0.0 0.0123
C 2.567297 0.247610 7.174461 0.0 0.1 0.0 -1.5448
Cl 2.095215 0.588113 5.510768 0.1 0.1 0.0 0.5315
Cl 3.678008 1.476879 7.777077 0.0 0.0 0.0 0.5344
Cl 1.146755 0.123905 8.213366 0.0 0.0 0.0 0.5200
H 3.078793 -0.704819 7.189303 0.0 0.0 0.0 0.0136
```
Positions in Å, forces in eV/Å.

Results
- E (hartree) = -17174.47829
- LUMO level (eV) = -0.19
- maximum force (eV/Å) = 1.47
- HOMO-LUMO gap (eV) = 8.8
- structure (SMILES) = FC(F)C(F)(F)C(F)(F)C(F)(F)COCCc1cnc2ccccc2n1.ClC(Cl)Cl.ClC(Cl)Cl.ClC(Cl)Cl.ClC(Cl)Cl.ClC(Cl)Cl.ClC(Cl)Cl.ClC(Cl)Cl.ClC(Cl)Cl.ClC(Cl)Cl.ClC(Cl)Cl.ClC(Cl)Cl


[4]
C4H12N2O | ωB97M-V/def2-TZVPD

Structure (XYZ):
```
19
Properties=species:S:1:pos:R:3:forces:R:3:lowdin_charge:R:1
C -0.895789 1.008443 3.090285 0.9 -2.5 -1.0 -0.0742
C -0.952900 -0.363361 2.260237 -0.7 2.1 -1.6 -0.1972
C -1.371641 -0.115785 0.762399 1.9 -3.5 1.3 -0.2574
N -0.772690 1.065211 0.399894 0.3 3.1 -0.2 -0.0848
C 0.555172 1.272384 0.144652 2.3 -2.8 -1.3 -0.2709
N 1.337231 0.251247 -0.055445 -1.8 0.6 0.2 0.0821
H 0.186695 1.246522 3.187021 -1.0 0.5 -0.1 0.0767
H -1.529458 1.754021 2.625030 0.4 0.3 -0.1 0.0591
H -1.295740 0.801997 4.055543 -0.1 -0.1 0.9 0.0411
H -1.733737 -1.006398 2.512142 -1.0 -1.2 1.6 0.0650
H -0.063490 -0.913886 2.144403 1.4 -0.4 0.8 0.0696
H -0.967008 -0.984290 0.121983 -0.7 0.9 0.9 0.1308
H -2.438341 -0.189161 0.808634 -0.7 1.0 -0.9 0.1061
H -1.220355 1.558749 -0.307426 -1.4 1.4 -1.0 0.1083
H 0.903174 2.303772 -0.000872 -0.6 -0.1 -0.2 0.1218
H 2.132996 0.405163 -0.652485 0.8 0.8 0.8 0.0241
H 1.573125 -1.836641 -6.003226 0.6 -0.9 -0.3 0.0371
H 1.479926 -2.254521 -4.608376 1.1 -1.4 -1.5 0.0756
O 1.876422 -2.613827 -5.479870 -1.7 2.4 1.8 -0.1130
```
Positions in Å, forces in eV/Å.

Results
- E (hartree) = -344.27704
- LUMO level (eV) = 0.63
- maximum force (eV/Å) = 4.20
- HOMO-LUMO gap (eV) = 9.5
- energy relative to the best compared isomer or geometry (same formula, charge and spin) (eV) = 2.9384
- structure (SMILES) = [H]/N=C/NCCC.O


[5]
C6H24NO4S | ωB97M-V/def2-TZVPD

Structure (XYZ):
```
36
Properties=species:S:1:pos:R:3:forces:R:3:lowdin_charge:R:1
C 2.254423 -0.284584 -1.007535 0.0 0.2 -0.1 -0.2649
S 0.848493 -1.269762 -0.452594 0.2 -0.5 0.2 1.1088
C -0.617143 -0.130395 -0.222806 -0.3 0.1 0.0 -0.4259
N -1.785964 -0.414245 -0.987854 0.4 0.1 -0.7 0.0006
H 3.068170 -0.478091 -0.317851 0.0 0.0 0.0 0.0507
H 2.548786 -0.601210 -2.002627 0.0 0.0 0.0 0.0601
H 1.962645 0.763207 -1.002497 0.0 0.0 0.0 0.0651
H 0.496177 -1.868572 -1.599018 -0.1 0.1 -0.1 0.0165
H -0.793130 -0.218212 0.846547 0.1 0.0 0.0 0.0774
H -0.217994 0.858140 -0.433916 -0.1 0.1 0.1 0.0863
H -1.811134 0.143989 -1.836488 0.1 -0.1 0.0 0.0997
H -1.917488 -1.378715 -1.275449 -0.2 -0.1 0.4 0.0913
C -0.676542 2.993309 1.767035 0.0 0.1 -0.1 -0.1405
O 0.442928 2.104944 1.720513 -0.1 -0.3 0.0 -0.1479
H -0.721128 3.493366 0.801747 0.0 0.0 0.0 0.0830
H -1.616577 2.460761 1.935549 0.0 0.0 0.0 0.0740
H -0.556354 3.750887 2.541693 0.0 0.0 0.0 0.0864
H 0.530310 1.695623 2.587791 0.1 0.1 0.0 0.0831
C 6.233168 -1.017024 -1.291404 0.0 0.1 -0.1 -0.1349
O 4.986734 -1.547396 -1.752727 0.0 -0.1 0.2 -0.1501
H 6.165940 0.064567 -1.382073 0.0 0.0 0.0 0.0804
H 6.421996 -1.274509 -0.247523 0.0 0.0 0.0 0.0797
H 7.066260 -1.364240 -1.903168 0.0 0.0 0.0 0.0829
H 5.047315 -2.507412 -1.711880 0.0 0.0 -0.1 0.0810
C -4.559973 2.609103 -0.346987 -0.1 0.0 0.0 -0.1497
O -3.986004 1.906166 -1.440873 0.2 0.0 -0.1 -0.1279
H -5.233454 3.348937 -0.771940 0.0 0.0 0.0 0.0838
H -5.137217 1.949739 0.305494 0.0 0.0 0.0 0.0806
H -3.806810 3.134515 0.247740 0.0 0.0 0.0 0.0641
H -3.385316 1.235936 -1.104745 -0.2 0.0 0.2 0.0156
C -1.687432 -3.254517 1.942292 -0.1 0.1 0.1 -0.1515
O -2.683884 -2.824837 1.024477 0.1 0.0 -0.3 -0.1174
H -1.961127 -4.262437 2.242278 0.0 0.0 0.0 0.0877
H -0.688598 -3.295132 1.492626 0.0 0.0 0.0 0.0552
H -1.660480 -2.625367 2.835333 0.0 0.0 0.0 0.0830
H -2.569593 -1.896529 0.800846 -0.1 0.0 0.3 0.0336
```
Positions in Å, forces in eV/Å.

Results
- charge = +1
- E (hartree) = -996.53802
- LUMO level (eV) = -3.55
- maximum force (eV/Å) = 0.80
- HOMO-LUMO gap (eV) = 9.3